Ag2Br as an isolated structure in a non-equilibrium geometry, computed with ωB97M-V/def2-TZVPD.

For the highest occupied orbital energy (spin up / spin down), the calculation gives -26.8 / -26.7 eV. The orbital gap (spin up / spin down) is 11.3 / 5.4 eV. Its energy above the lowest of the compared OMol25 structures with the same formula, charge and spin is 302.7 kJ/mol. Its lowest unoccupied orbital energy (spin up / spin down) is -0.57075 / -0.78288 Eh. As for the expectation value of S²: 2.008.

The geometry in ORCA input format:
```
! wB97M-V def2-TZVPD RIJCOSX def2/J DEFGRID3
* xyz 3 3
Ag -6.329 -3.683 -5.196
Ag -6.108 -9.354 -5.657
Br -5.994 -6.704 -4.597
*
```